Formula: C5H7NO
Source: the OMol25 dataset
Level of theory: wB97M-V/def2-TZVPD

Geometry as XYZ:
```
14
Properties=species:S:1:pos:R:3:forces:R:3:nbo_charge:R:1
C -2.033299 0.017504 1.348865 0.056 -0.008 -0.075 -0.653
C -0.807568 -0.131152 0.509193 0.165 0.281 -0.135 0.317
C 0.019473 0.760468 -0.101737 -0.313 -0.038 -0.585 -0.362
C 1.051697 0.025869 -0.751777 -0.056 -0.257 0.093 0.077
N 2.060016 0.610892 -1.539412 0.144 -0.146 0.118 -0.803
C 0.779736 -1.274654 -0.497567 0.305 -0.150 -0.042 -0.007
O -0.346046 -1.383579 0.282823 0.018 0.041 0.162 -0.412
H -2.891400 -0.493240 0.900047 0.126 0.039 0.039 0.226
H -2.281727 1.076769 1.462550 0.081 -0.186 -0.056 0.228
H -1.875436 -0.404612 2.348129 -0.004 0.051 -0.168 0.228
H -0.134944 1.773646 -0.404050 -0.311 0.623 0.699 0.220
H 2.296111 1.552566 -1.247134 -0.202 -0.165 0.027 0.371
H 2.908269 0.063868 -1.521640 0.027 -0.047 -0.150 0.372
H 1.255117 -2.194346 -0.788288 -0.035 -0.038 0.072 0.198
```
Positions in Å, forces in eV/Å.

Energy relative to the best compared isomer or geometry (same formula, charge and spin): 19.5 kcal per mole
E: -8835.3564 eV
Kohn-Sham gap: 0.32943 Ha
HOMO level: -0.2903 hartree

Formula: C4H12
Source: the OMol25 dataset
Level of theory: wB97M-V/def2-TZVPD

Geometry as XYZ:
```
16
Properties=species:S:1:pos:R:3:forces:R:3:nbo_charge:R:1
C -2.397974 -1.528164 -0.240223 -0.504 0.734 0.036 -0.616
C -1.319289 -1.345676 0.828198 0.336 0.294 -0.342 -0.612
H -2.007595 -1.756730 -1.230034 0.031 -0.488 0.119 0.207
H -3.153695 -2.239047 0.091973 0.172 -0.308 -0.275 0.206
H -2.976454 -0.610404 -0.398140 0.224 0.075 0.120 0.203
H -1.493931 -0.447721 1.421496 -0.238 -0.284 0.338 0.207
H -0.331372 -1.163096 0.404366 -0.054 -0.192 -0.220 0.200
H -1.229613 -2.235025 1.447241 -0.024 0.131 0.234 0.206
C 2.139176 0.753895 -0.040196 0.725 0.163 -0.532 -0.604
C 1.571976 2.069195 -0.575020 -0.294 -0.011 1.124 -0.608
H 2.894727 0.337808 -0.715443 -0.233 0.011 -0.195 0.199
H 2.706196 0.921369 0.876438 -0.369 -0.101 0.242 0.203
H 1.372234 -0.003280 0.075849 -0.029 -0.015 0.325 0.201
H 2.373709 2.749440 -0.854208 -0.120 -0.039 -0.509 0.205
H 0.805354 1.910992 -1.329803 0.366 0.107 -0.433 0.205
H 1.046553 2.586451 0.237512 0.012 -0.079 -0.033 0.199
```
Positions in Å, forces in eV/Å.

Energy relative to the best compared isomer or geometry (same formula, charge and spin): 5.9 kcal per mole
E: -4342.2731 eV
Kohn-Sham gap: 0.46703 Ha
HOMO level: -0.4259 hartree

Formula: C4H6N2O
Source: the OMol25 dataset
Level of theory: wB97M-V/def2-TZVPD

Geometry as XYZ:
```
13
Properties=species:S:1:pos:R:3:forces:R:3:nbo_charge:R:1
N -1.705539 0.860971 -0.125533 0.062 0.080 0.076 -0.779
C -0.426300 0.436698 -0.294369 0.116 -0.008 -0.019 0.223
C -0.002467 -0.889985 0.312565 -0.093 0.003 -0.226 0.176
N 1.298483 -1.044764 -0.308525 0.279 0.020 -0.120 -0.620
C 1.755696 0.007730 -1.004837 -0.381 -0.131 0.266 0.073
O 0.076418 -0.793991 1.714260 0.067 0.127 0.135 -0.694
C 0.647944 0.978317 -0.916274 -0.081 0.009 -0.186 -0.457
H -2.284854 0.389045 0.550723 0.091 0.089 -0.028 0.397
H -1.935931 1.823359 -0.316169 0.046 -0.125 0.035 0.396
H -0.681474 -1.724501 0.104585 0.126 0.147 -0.087 0.190
H 1.827989 -1.895795 -0.190280 -0.041 0.166 0.018 0.403
H 0.695275 -0.066244 1.887473 -0.145 -0.193 0.122 0.477
H 0.694431 1.966088 -1.362353 -0.047 -0.185 0.015 0.215
```
Positions in Å, forces in eV/Å.

Energy relative to the best compared isomer or geometry (same formula, charge and spin): 62.9 kcal per mole
E: -9270.7753 eV
Kohn-Sham gap: 0.32095 Ha
HOMO level: -0.2959 hartree

Formula: C3H11N3
Source: the OMol25 dataset
Level of theory: wB97M-V/def2-TZVPD

Geometry as XYZ:
```
17
Properties=species:S:1:pos:R:3:forces:R:3:nbo_charge:R:1
C -1.536208 -0.106855 0.731931 1.380 1.266 -0.246 -0.628
C 1.487361 0.960955 -1.073451 -0.697 -0.685 0.077 -0.471
C -1.852910 -0.775906 -0.594967 0.070 -0.074 0.151 -0.603
N 1.604952 0.275797 1.163273 -2.426 0.130 -0.533 0.011
N 1.488750 -0.993821 1.110998 1.311 -0.577 0.304 -0.507
N 1.272577 1.207703 0.333897 2.101 0.960 0.607 -0.332
H 1.619889 0.622524 2.129585 0.194 -0.131 -0.334 0.389
H 1.381366 -1.326589 0.150989 -0.038 0.433 0.001 0.321
H -0.686053 0.697748 0.588063 -2.012 -1.446 0.389 0.215
H -1.182089 -0.833074 1.458734 0.061 -0.060 0.056 0.207
H -2.425484 0.358591 1.155865 0.077 0.214 -0.031 0.203
H 1.195785 -0.051192 -1.385351 0.018 0.133 -0.231 0.170
H 2.534824 1.125331 -1.341075 0.013 -0.037 0.096 0.212
H 0.877354 1.680549 -1.620271 0.070 -0.097 0.025 0.222
H -2.589928 -1.570327 -0.469520 -0.019 0.009 -0.089 0.203
H -2.233979 -0.055118 -1.310187 -0.133 0.079 -0.170 0.201
H -0.956207 -1.216313 -1.028514 0.032 -0.116 -0.072 0.187
```
Positions in Å, forces in eV/Å.

Energy relative to the best compared isomer or geometry (same formula, charge and spin): 83.3 kcal per mole
E: -7756.4735 eV
Kohn-Sham gap: 0.34314 Ha
HOMO level: -0.3176 hartree